Density functional theory data (ωB97M-V/def2-TZVPD) for a 2-piece molecular cluster, C3H6N2O4 overall.

Element x y z (Å)
1 C 1.49 0.31 0.42
2 C -0.69 -0.22 -1.54
3 C -0.59 0.47 -0.23
4 N 1.58 -0.94 0.63
5 N -0.96 -0.12 0.94
6 O -1.21 0.60 1.92
7 O 1.96 1.38 0.32
8 O -0.82 -1.38 1.03
9 O -0.72 1.82 -0.26
10 H 0.02 0.21 -2.24
11 H -0.52 -1.29 -1.44
12 H -1.70 -0.06 -1.94
13 H 0.62 -1.47 0.80
14 H 2.42 -1.42 0.92
15 H -0.87 2.12 0.66

Output
Energy relative to the best compared isomer or geometry (same formula, charge and spin)   5.591 eV
2S+1   1
Kohn-Sham gap   8.34 eV
LUMO level   -0.36 eV

Atomic partial charges in e from the Mulliken method, atoms 1 to 4:
1 C 0.590
2 C -1.220
3 C 0.377
4 N -0.266

=====

Density functional theory data (ωB97M-V/def2-TZVPD) for an isolated ion of composition C6H15F3NSi and charge +1.

Element x y z (Å)
1 C -2.40 2.35 0.01
2 C -1.15 1.60 -0.62
3 N -0.31 0.90 0.39
4 C 0.72 -0.16 -0.10
5 C 0.29 -1.49 0.30
6 C 1.46 -2.40 0.14
7 C -0.98 -1.89 -0.55
8 Si 2.40 0.58 0.40
9 F 3.84 -0.10 0.22
10 F 2.30 0.92 1.94
11 F 2.53 2.00 -0.31
12 H -2.88 1.68 0.78
13 H -2.08 3.29 0.32
14 H -3.29 2.45 -0.71
15 H -0.54 2.42 -1.12
16 H -1.65 0.93 -1.36
17 H -0.91 0.51 1.14
18 H 0.13 1.62 0.95
19 H 0.60 -0.05 -1.13
20 H 0.09 -1.59 1.39
21 H 1.50 -2.62 -0.87
22 H 1.37 -3.27 0.74
23 H 2.37 -1.89 0.34
24 H -0.52 -2.08 -1.57
25 H -1.56 -0.88 -0.56
26 H -1.35 -2.83 -0.17

Output
Energy relative to the best compared isomer or geometry (same formula, charge and spin)   0.000 eV
2S+1   1
Charge   +1
SMILES   CC[NH2+][C@H](C(C)C)[Si](F)(F)F
Kohn-Sham gap   12.56 eV
LUMO level   -3.07 eV

Atomic partial charges in e from the Mulliken method, atoms 1 to 4:
1 C -1.214
2 C -0.507
3 N -0.149
4 C -0.320

=====

Density functional theory data (ωB97M-V/def2-TZVPD) for a single C2H6ClN3 molecule.

Element x y z (Å)
1 H 0.17 2.07 -0.58
2 N 0.74 1.24 -0.40
3 C -0.05 0.29 -0.08
4 C -1.44 0.52 0.34
5 Cl -2.52 -0.69 -0.32
6 N 0.44 -0.97 0.15
7 N 1.78 -1.25 -0.23
8 H -1.47 0.53 1.46
9 H -1.76 1.45 -0.07
10 H -0.25 -1.63 0.02
11 H 2.09 -0.52 -0.89
12 H 2.29 -1.03 0.61

Output
Energy relative to the best compared isomer or geometry (same formula, charge and spin)   0.653 eV
2S+1   1
SMILES   [H]/N=C(\CCl)NN
Kohn-Sham gap   10.21 eV
LUMO level   0.85 eV

Atomic partial charges in e from the Mulliken method, atoms 1 to 4:
1 H 0.218
2 N -0.757
3 C 0.553
4 C -0.421

=====

Density functional theory data (ωB97M-V/def2-TZVPD) for a 2-piece molecular cluster, C2H4F2OS overall.

Element x y z (Å)
1 C -0.63 -0.62 1.22
2 C -0.18 -0.24 -0.08
3 O 0.05 1.28 -2.09
4 F 1.79 0.80 -0.69
5 F 0.62 -1.14 -0.72
6 S -0.81 1.16 -0.81
7 H -1.39 0.00 1.66
8 H -0.99 -1.72 1.09
9 H 0.25 -0.42 1.87
10 H 1.29 0.90 -1.46

Output
Energy relative to the best compared isomer or geometry (same formula, charge and spin)   1.738 eV
2S+1   1
Kohn-Sham gap (spin up / spin down)   8.84 / 8.84 eV
LUMO level (spin up / spin down)   -0.61 / -0.61 eV

Atomic partial charges in e from the Mulliken method, atoms 1 to 4:
1 C -0.953
2 C 0.574
3 O -0.630
4 F -0.491

=====

Density functional theory data (ωB97M-V/def2-TZVPD) for C10H30F2N7O3P2PdS as an isolated structure.

Element x y z (Å)
1 Pd 0.67 1.73 1.19
2 N 1.05 0.84 4.15
3 N 2.31 1.29 4.59
4 C 3.38 1.36 3.78
5 N 4.44 2.06 4.32
6 S 3.47 0.71 2.27
7 H 0.90 1.32 3.21
8 H 1.16 -0.14 3.91
9 H 2.25 1.95 5.35
10 H 4.54 2.04 5.33
11 H 5.30 1.94 3.81
12 C 3.14 -0.73 -1.00
13 N 1.78 -1.06 -1.42
14 C 1.33 -2.35 -0.94
15 P 0.79 0.17 -1.89
16 O 1.30 1.52 -1.67
17 O -0.65 -0.17 -1.23
18 P -1.28 -0.51 0.22
19 O -0.30 -0.63 1.31
20 N -2.61 0.45 0.42
21 C -2.52 1.90 0.57
22 C -3.88 0.04 -0.14
23 N -1.89 -2.03 -0.15
24 C -2.46 -2.42 -1.41
25 C -2.15 -2.94 0.94
26 N 0.46 -0.07 -3.51
27 C 0.28 -1.40 -4.05
28 C -0.38 0.93 -4.14
29 H 3.85 -1.38 -1.52
30 H 3.25 -0.86 0.07
31 H 3.35 0.31 -1.24
32 H 2.06 -3.11 -1.22
33 H 0.38 -2.62 -1.40
34 H 1.20 -2.35 0.14
35 H -1.52 2.18 0.93
36 H -3.29 2.23 1.28
37 H -2.69 2.39 -0.40
38 H -4.08 -1.02 0.04
39 H -3.96 0.23 -1.22
40 H -4.67 0.61 0.35
41 H -2.32 -1.64 -2.15
42 H -3.54 -2.63 -1.33
43 H -1.98 -3.34 -1.78
44 H -1.61 -2.62 1.82
45 H -1.82 -3.95 0.67
46 H -3.22 -3.00 1.18
47 H 1.01 -2.08 -3.60
48 H 0.46 -1.38 -5.13
49 H -0.73 -1.80 -3.88
50 H -0.17 1.90 -3.68
51 H -1.45 0.71 -4.02
52 H -0.16 0.99 -5.21
53 F -0.38 4.52 0.89
54 C 0.33 3.67 1.79
55 F 1.51 4.43 2.06
56 H -0.24 3.83 2.72

Output
Energy relative to the best compared isomer or geometry (same formula, charge and spin)   2.128 eV
2S+1   1
Charge   -1
Kohn-Sham gap   4.04 eV
LUMO level   2.53 eV

Atomic partial charges in e from the Mulliken method, atoms 1 to 4:
1 Pd -0.507
2 N -0.724
3 N -0.109
4 C 0.505

=====

Density functional theory data (ωB97M-V/def2-TZVPD) for a single C22H23ClN4O4 molecule.

Element x y z (Å)
1 C -4.64 0.67 -1.57
2 C -4.63 1.77 -0.52
3 C -4.16 1.27 0.86
4 C -4.34 2.32 1.97
5 C -3.62 3.64 1.69
6 N -4.82 0.04 1.25
7 C -3.98 -1.02 1.37
8 O -4.24 -2.15 1.66
9 N -2.70 -0.52 1.12
10 C -1.54 -1.36 0.96
11 C -1.15 -1.34 -0.52
12 O -1.97 -1.41 -1.41
13 N 0.17 -1.20 -0.77
14 N 1.11 -1.08 0.17
15 C 2.26 -0.84 -0.36
16 C 3.46 -0.68 0.42
17 C 3.41 -0.82 1.81
18 C 4.55 -0.68 2.58
19 C 5.76 -0.39 1.95
20 Cl 7.19 -0.21 2.90
21 C 5.83 -0.25 0.58
22 C 4.69 -0.39 -0.18
23 C 2.19 -0.76 -1.87
24 C 0.70 -1.03 -2.14
25 C -0.01 0.07 -2.85
26 C -0.42 1.30 -2.43
27 C -1.06 1.90 -3.54
28 C -0.97 1.00 -4.55
29 O -0.34 -0.11 -4.15
30 C -2.71 0.80 0.77
31 O -1.74 1.46 0.48
32 H -3.65 0.22 -1.68
33 H -5.34 -0.12 -1.31
34 H -4.93 1.08 -2.53
35 H -3.94 2.56 -0.83
36 H -5.63 2.19 -0.42
37 H -5.41 2.51 2.08
38 H -3.97 1.90 2.90
39 H -3.66 4.27 2.58
40 H -4.09 4.18 0.87
41 H -2.58 3.45 1.44
42 H -5.82 -0.05 1.33
43 H -0.71 -1.00 1.57
44 H -1.83 -2.37 1.25
45 H 2.47 -1.04 2.28
46 H 4.51 -0.78 3.65
47 H 6.78 -0.02 0.11
48 H 4.75 -0.28 -1.25
49 H 2.84 -1.50 -2.34
50 H 2.49 0.23 -2.21
51 H 0.54 -1.96 -2.70
52 H -0.33 1.71 -1.44
53 H -1.52 2.87 -3.57
54 H -1.31 1.02 -5.57

Output
Energy relative to the best compared isomer or geometry (same formula, charge and spin)   1.521 eV
2S+1   1
SMILES   CCC1(CC)NC(=O)N(CC(=O)N2N=C(c3ccc(Cl)cc3)C[C@@H]2c2ccco2)C1=O
Kohn-Sham gap   8.41 eV
LUMO level   0.01 eV

Atomic partial charges in e from the Mulliken method, atoms 1 to 4:
1 C -1.220
2 C -0.850
3 C 1.716
4 C -0.973

=====

Density functional theory data (ωB97M-V/def2-TZVPD) for C10H15N2O3 as an isolated structure.

Element x y z (Å)
1 C 1.29 -1.22 -0.33
2 C 2.56 -0.63 -0.31
3 C 2.69 0.64 0.44
4 C -2.87 0.41 0.80
5 C -2.17 -0.80 1.33
6 C -1.63 1.72 -1.03
7 C -2.51 0.52 -0.65
8 C -1.18 -1.19 0.23
9 C 0.44 1.17 -0.33
10 C 3.79 -1.21 -0.95
11 N 1.57 1.49 0.41
12 N 0.12 -0.61 0.36
13 O 3.63 0.93 1.10
14 O -0.63 1.83 -0.04
15 O -1.74 -0.69 -0.96
16 H 1.13 -2.20 -0.62
17 H -3.92 0.15 1.00
18 H -2.59 1.22 1.51
19 H -1.71 -0.68 2.42
20 H -2.85 -1.69 1.66
21 H -1.16 1.58 -2.08
22 H -2.33 2.55 -0.82
23 H -3.48 0.32 -1.31
24 H -1.11 -2.33 0.17
25 H 0.68 0.78 -1.29
26 H 3.87 -0.80 -1.97
27 H 3.84 -2.25 -0.76
28 H 4.50 -0.68 -0.34
29 H 1.37 2.23 1.07
30 H 0.41 -0.55 1.29

Output
Energy relative to the best compared isomer or geometry (same formula, charge and spin)   2.944 eV
2S+1   1
Charge   +1
Kohn-Sham gap   9.79 eV
LUMO level   -3.90 eV

Atomic partial charges in e from the Mulliken method, atoms 1 to 4:
1 C -0.562
2 C 0.491
3 C 0.302
4 C -0.607

=====

Density functional theory data (ωB97M-V/def2-TZVPD) for a 2-piece molecular cluster, C5H5P overall.

Element x y z (Å)
1 C -1.37 0.92 0.04
2 C -1.49 -0.49 0.10
3 C -0.02 1.27 0.01
4 C -0.21 -1.05 0.11
5 C 0.64 0.05 0.05
6 P 3.34 -0.07 -0.03
7 H -2.19 1.62 0.00
8 H -2.41 -1.04 0.13
9 H 0.41 2.25 -0.04
10 H 0.05 -2.09 0.17
11 H 3.25 -1.38 -0.53

Output
Energy relative to the best compared isomer or geometry (same formula, charge and spin)   5.096 eV
2S+1   1
Kohn-Sham gap (spin up / spin down)   4.49 / 4.48 eV
LUMO level (spin up / spin down)   -3.13 / -3.13 eV

Atomic partial charges in e from the Mulliken method, atoms 1 to 4:
1 C -0.299
2 C -0.355
3 C -0.688
4 C -0.687

=====

Density functional theory data (ωB97M-V/def2-TZVPD) for a single CH4IPS molecule.

Element x y z (Å)
1 C -1.20 -0.70 -0.12
2 S -0.33 0.69 -0.91
3 P 1.00 0.96 0.67
4 I 2.99 -0.31 0.03
5 H -0.51 -1.27 0.50
6 H -1.59 -1.34 -0.91
7 H -2.03 -0.32 0.48
8 H 1.67 2.29 0.27

Output
Energy relative to the best compared isomer or geometry (same formula, charge and spin)   0.333 eV
2S+1   1
SMILES   CSPI
Kohn-Sham gap   8.96 eV
LUMO level   0.02 eV

Atomic partial charges in e from the Mulliken method, atoms 1 to 4:
1 C -0.771
2 S -0.073
3 P -0.095
4 I -0.052

=====

Density functional theory data (ωB97M-V/def2-TZVPD) for C2H6O2Tb as an isolated structure.

Element x y z (Å)
1 C -1.55 0.37 0.11
2 C -0.26 -0.05 -0.56
3 O 0.80 0.40 0.29
4 H -2.36 0.31 -0.63
5 H -1.80 -0.30 0.94
6 H -1.49 1.40 0.47
7 H -0.14 0.42 -1.54
8 H -0.19 -1.15 -0.67
9 H 1.38 -0.77 1.44
10 Tb 3.92 0.07 -0.33
11 O 1.70 -0.69 0.48

Output
Energy relative to the best compared isomer or geometry (same formula, charge and spin)   0.000 eV
2S+1   8
Charge   +2
Kohn-Sham gap (spin up / spin down)   8.87 / 8.07 eV
LUMO level (spin up / spin down)   -9.66 / -10.45 eV

Atomic partial charges in e from the Mulliken method, atoms 1 to 4:
1 C -1.092
2 C -0.122
3 O -0.110
4 H 0.347

=====

Density functional theory data (ωB97M-V/def2-TZVPD) for an isolated ion of composition C3HF6O4S2 and charge -1.

Element x y z (Å)
1 C -2.19 0.28 -0.16
2 C 2.30 -1.63 -0.29
3 C -2.29 1.65 0.28
4 O 2.31 0.92 0.52
5 O 1.26 -0.82 2.04
6 O -0.39 -1.43 -0.93
7 O -0.02 0.84 -1.58
8 F 2.20 -1.41 -1.64
9 F 3.65 -1.57 -0.03
10 F 1.77 -2.81 -0.14
11 F -3.39 1.89 0.97
12 F -2.29 2.58 -0.75
13 F -1.30 2.20 1.08
14 S 1.39 -0.24 0.72
15 S -0.58 -0.05 -0.63
16 H -2.43 -0.40 0.53

Output
Energy relative to the best compared isomer or geometry (same formula, charge and spin)   0.000 eV
2S+1   3
Charge   -1
Kohn-Sham gap (spin up / spin down)   6.49 / 5.27 eV
LUMO level (spin up / spin down)   3.48 / -0.17 eV

Atomic partial charges in e from the Mulliken method, atoms 1 to 4:
1 C -0.923
2 C 0.629
3 C 0.962
4 O -0.538

=====

Density functional theory data (ωB97M-V/def2-TZVPD) for a single CH2OS2 molecule.

Element x y z (Å)
1 O 0.60 1.04 -0.01
2 C 0.54 -0.31 0.01
3 S 1.96 -1.07 -0.02
4 S -1.01 -1.12 -0.05
5 H -0.29 1.51 -0.39
6 H -1.79 -0.05 0.46

Output
Energy relative to the best compared isomer or geometry (same formula, charge and spin)   0.890 eV
2S+1   1
SMILES   OC(=S)S
Kohn-Sham gap   9.06 eV
LUMO level   0.06 eV

Atomic partial charges in e from the Mulliken method, atoms 1 to 4:
1 O -0.435
2 C 0.411
3 S -0.282
4 S -0.150

=====

Repeat the fifth record exactly.
Density functional theory data (ωB97M-V/def2-TZVPD) for C10H30F2N7O3P2PdS as an isolated structure.

Element x y z (Å)
1 Pd 0.67 1.73 1.19
2 N 1.05 0.84 4.15
3 N 2.31 1.29 4.59
4 C 3.38 1.36 3.78
5 N 4.44 2.06 4.32
6 S 3.47 0.71 2.27
7 H 0.90 1.32 3.21
8 H 1.16 -0.14 3.91
9 H 2.25 1.95 5.35
10 H 4.54 2.04 5.33
11 H 5.30 1.94 3.81
12 C 3.14 -0.73 -1.00
13 N 1.78 -1.06 -1.42
14 C 1.33 -2.35 -0.94
15 P 0.79 0.17 -1.89
16 O 1.30 1.52 -1.67
17 O -0.65 -0.17 -1.23
18 P -1.28 -0.51 0.22
19 O -0.30 -0.63 1.31
20 N -2.61 0.45 0.42
21 C -2.52 1.90 0.57
22 C -3.88 0.04 -0.14
23 N -1.89 -2.03 -0.15
24 C -2.46 -2.42 -1.41
25 C -2.15 -2.94 0.94
26 N 0.46 -0.07 -3.51
27 C 0.28 -1.40 -4.05
28 C -0.38 0.93 -4.14
29 H 3.85 -1.38 -1.52
30 H 3.25 -0.86 0.07
31 H 3.35 0.31 -1.24
32 H 2.06 -3.11 -1.22
33 H 0.38 -2.62 -1.40
34 H 1.20 -2.35 0.14
35 H -1.52 2.18 0.93
36 H -3.29 2.23 1.28
37 H -2.69 2.39 -0.40
38 H -4.08 -1.02 0.04
39 H -3.96 0.23 -1.22
40 H -4.67 0.61 0.35
41 H -2.32 -1.64 -2.15
42 H -3.54 -2.63 -1.33
43 H -1.98 -3.34 -1.78
44 H -1.61 -2.62 1.82
45 H -1.82 -3.95 0.67
46 H -3.22 -3.00 1.18
47 H 1.01 -2.08 -3.60
48 H 0.46 -1.38 -5.13
49 H -0.73 -1.80 -3.88
50 H -0.17 1.90 -3.68
51 H -1.45 0.71 -4.02
52 H -0.16 0.99 -5.21
53 F -0.38 4.52 0.89
54 C 0.33 3.67 1.79
55 F 1.51 4.43 2.06
56 H -0.24 3.83 2.72

Output
Energy relative to the best compared isomer or geometry (same formula, charge and spin)   2.128 eV
2S+1   1
Charge   -1
Kohn-Sham gap   4.04 eV
LUMO level   2.53 eV

Atomic partial charges in e from the Mulliken method, atoms 1 to 4:
1 Pd -0.507
2 N -0.724
3 N -0.109
4 C 0.505

=====

What is the formula in the seventh record? C10H15N2O3